Entry from OMol25: a molecular structure, C18H31F6N2NiO6S4Si4 (ωB97M-V with the def2-TZVPD basis set).

orbital gap (alpha / beta)	0.230 / 0.219	Ha

ORCA input file:
```
! RIJCOSX wB97M-V def2-TZVPD def2/J DEFGRID3
* xyz -1 1
Ni -0.611 1.139 -0.326
F -3.989 3.657 1.954
C -3.652 3.378 0.695
F -4.071 4.394 -0.068
F -4.320 2.288 0.319
S -1.800 3.202 0.509
O -1.437 2.244 1.521
O -1.310 4.533 0.677
N -1.788 2.721 -1.006
S -0.374 3.087 -1.626
O 0.733 2.873 -0.719
O -0.355 4.283 -2.400
C -0.130 1.804 -2.991
F -0.933 2.047 -4.020
F -0.311 0.526 -2.629
F 1.130 1.898 -3.412
O -0.881 -3.345 -4.011
S -2.095 -3.169 -3.260
O -3.017 -4.273 -3.275
N -1.755 -2.707 -1.708
C -2.200 -1.509 -1.476
S -2.104 -0.731 0.054
C -2.888 -0.846 -2.608
C -3.450 0.421 -2.650
C -4.009 0.855 -3.842
C -4.021 0.038 -4.967
C -3.486 -1.244 -4.918
C -2.922 -1.657 -3.732
H -3.435 1.056 -1.777
H -4.441 1.846 -3.899
H -4.462 0.398 -5.887
H -3.504 -1.893 -5.782
C 1.995 -2.349 -1.735
Si 2.681 -1.280 -0.325
C 3.706 -2.437 0.806
C 3.977 -0.074 -1.051
Si 1.020 0.127 0.709
Si 2.037 1.349 2.575
C 3.456 0.527 3.565
C 0.772 1.932 3.871
C 2.860 2.868 1.770
Si -0.094 -1.864 2.270
C -0.304 -3.461 1.285
C 1.270 -2.282 3.557
C -1.504 -1.007 3.212
H 2.774 -2.684 -2.422
H 1.259 -1.793 -2.317
H 1.476 -3.230 -1.357
H 4.607 -2.776 0.293
H 3.139 -3.322 1.096
H 4.016 -1.931 1.720
H 4.693 -0.571 -1.709
H 4.539 0.418 -0.255
H 3.483 0.708 -1.631
H 3.114 -0.327 4.148
H 3.889 1.250 4.258
H 4.253 0.180 2.907
H 0.554 1.162 4.610
H -0.157 2.173 3.360
H 1.102 2.828 4.399
H 3.732 2.576 1.183
H 3.180 3.617 2.498
H 2.154 3.341 1.090
H 0.664 -3.946 1.154
H -0.727 -3.283 0.305
H -0.967 -4.164 1.797
H 2.250 -2.381 3.094
H 1.036 -3.235 4.042
H 1.344 -1.526 4.339
H -1.575 0.022 2.861
H -1.344 -0.998 4.291
H -2.467 -1.472 3.003
*
```

=====

Entry from OMol25: 11 unconnected molecules or ions with the total composition C6H36N2O10 (ωB97M-V with the def2-TZVPD basis set).

orbital gap	0.310	Ha
SMILES	CCN[C@@H](C)CCN.O.O.O.O.O.O.O.O.O.O

ORCA input file:
```
! RIJCOSX wB97M-V def2-TZVPD def2/J DEFGRID3
* xyz 0 1
C 3.981 0.320 -0.697
C 2.501 0.280 -0.784
N 1.588 0.878 0.226
C 0.389 0.150 0.734
C -0.336 -0.712 -0.327
C 0.955 -0.889 1.803
C 1.451 -2.290 1.185
N 0.501 -3.435 1.384
H 4.388 1.296 -1.306
H 4.321 0.304 0.328
H 4.491 -0.531 -1.260
H 2.085 -0.705 -0.829
H 2.192 0.764 -1.736
H 2.088 1.101 1.043
H -0.352 0.975 1.070
H -0.467 -0.040 -1.231
H 0.223 -1.544 -0.947
H -1.163 -1.132 0.238
H 1.720 -0.568 2.480
H 0.090 -0.918 2.455
H 1.766 -2.038 0.090
H 2.480 -2.452 1.829
H -0.485 -3.205 1.242
H 0.615 -3.691 2.380
O -2.614 -1.095 -2.544
H -1.787 -1.539 -2.860
H -2.934 -1.697 -1.899
O 0.821 0.367 -3.450
H 1.519 0.754 -2.999
H 0.162 0.134 -2.873
O -0.920 2.392 -0.935
H -0.460 1.539 -1.100
H -1.883 2.211 -1.005
O -0.228 -3.759 -1.227
H 0.412 -3.101 -1.022
H 0.252 -4.551 -1.101
O 0.927 3.036 1.823
H 1.540 3.772 2.086
H 0.677 3.105 0.886
O -2.614 -2.468 0.895
H -2.582 -3.184 0.195
H -3.498 -2.445 1.129
O -1.793 1.714 2.770
H -1.544 0.954 3.336
H -0.938 2.031 2.439
O -3.680 3.066 -0.527
H -3.736 2.356 0.103
H -2.876 3.638 -0.319
O -4.310 0.198 0.861
H -4.179 0.020 -0.101
H -3.588 -0.250 1.291
O 1.873 3.533 -1.383
H 0.998 3.222 -1.171
H 1.959 4.127 -0.669
*
```

=====

Entry from OMol25: a single C7H8 molecule (ωB97M-V with the def2-TZVPD basis set).

orbital gap	0.196	Ha

ORCA input file:
```
! RIJCOSX wB97M-V def2-TZVPD def2/J DEFGRID3
* xyz 0 1
C 2.236 -0.013 -0.078
C -0.060 -1.090 -0.283
C 0.773 -0.115 0.306
C 0.019 0.922 0.830
C -1.469 0.569 0.738
C -2.127 0.505 -0.504
C -1.475 -0.799 -0.240
H 2.695 -0.508 0.789
H 2.491 -0.506 -1.008
H 2.461 1.051 -0.061
H 0.133 -1.700 -1.165
H 0.124 1.971 0.605
H -1.896 0.306 1.709
H -1.803 1.099 -1.356
H -2.104 -1.692 -0.284
*
```

=====

Entry from OMol25: a single C4H4Cl2O2 molecule (ωB97M-V with the def2-TZVPD basis set).

orbital gap	0.407	Ha
SMILES	OC(O)(Cl)C#CCCl

ORCA input file:
```
! RIJCOSX wB97M-V def2-TZVPD def2/J DEFGRID3
* xyz 0 1
O 2.176 -0.918 -0.172
C 1.454 0.205 -0.340
O 1.613 0.614 -1.762
Cl 2.051 1.595 0.643
C 0.083 -0.180 -0.025
C -1.090 -0.275 -0.116
C -2.540 -0.402 0.190
Cl -3.444 1.058 -0.231
H 3.042 -0.559 0.163
H 1.909 -0.210 -2.147
H -2.473 -0.528 1.273
H -3.006 -1.195 -0.365
*
```

=====

Values for molar mass, g mol⁻¹, ordered as above
784.75; 296.36; 92.14; 154.98
Values for energy above the lowest of the compared OMol25 structures with the same formula, charge and spin, kJ/mol, ordered as above
282.8; 586.6; 682.1; 211.1